1.
DFT (wB97M-V/def2-TZVPD) results for a cluster of 2 separate species, CH4N2O2S in total.

Each line ends with the Löwdin charge.
CARTESIAN COORDINATES (ANGSTROEM)
S1 0.85 -1.96 -0.03  0.779
O1 -1.07 -0.23 0.22  -0.162
O2 -3.04 0.65 0.25  0.084
N1 1.37 0.87 0.53  -0.010
N2 -2.12 0.45 -0.45  0.001
C1 0.05 -0.46 -0.47  -0.622
H1 2.15 0.81 -0.13  -0.023
H2 0.91 1.75 0.33  -0.020
H3 0.84 -1.68 1.28  -0.112
H4 0.06 -0.20 -1.53  0.085

As for the energy above the lowest of the compared OMol25 structures with the same formula, charge and spin: 4.977 eV. The HOMO-LUMO gap (spin up / spin down) is 0.3140 / 0.3141 hartree. The HOMO energy (spin up / spin down) comes out at -9.15 / -9.15 eV. Its LUMO energy (spin up / spin down) is -0.6079 / -0.6078 eV.


2.
DFT (wB97M-V/def2-TZVPD) results for a cluster of 2 separate species, C4H6N4S in total.

Each line ends with the Löwdin charge.
CARTESIAN COORDINATES (ANGSTROEM)
S1 3.10 -1.07 0.23  0.680
N1 -1.97 -0.18 1.16  0.039
N2 0.56 0.43 -1.24  0.041
N3 2.08 1.49 0.36  0.099
N4 -0.29 -0.15 -0.45  -0.182
C1 2.59 0.41 0.37  -0.900
C2 -0.97 0.67 0.64  -0.139
C3 -1.99 -1.23 0.41  -0.145
C4 -0.99 -1.24 -0.62  -0.073
H1 2.46 2.44 0.28  0.112
H2 -1.07 -1.93 -1.48  0.127
H3 -0.47 0.90 1.51  0.095
H4 -1.20 1.58 0.21  0.116
H5 -2.72 -1.95 0.59  0.086
H6 0.89 -0.16 -1.97  0.045

As for the energy above the lowest of the compared OMol25 structures with the same formula, charge and spin: 3.819 eV. The HOMO-LUMO gap (spin up / spin down) is 0.2934 / 0.2933 hartree. The HOMO energy (spin up / spin down) comes out at -7.69 / -7.68 eV. Its LUMO energy (spin up / spin down) is 0.2973 / 0.2988 eV.


3.
DFT (wB97M-V/def2-TZVPD) results for a structure of composition C3H8O3.

Each line ends with the Löwdin charge.
CARTESIAN COORDINATES (ANGSTROEM)
O1 -1.58 -0.88 1.74  -0.119
O2 0.74 -0.70 0.80  -0.214
O3 1.52 1.48 -0.50  -0.073
C1 -1.06 0.17 0.03  0.185
C2 1.08 0.40 -1.29  -0.216
C3 0.16 -0.51 -0.46  -0.476
H1 1.93 -0.23 -1.64  0.128
H2 -0.37 -1.06 1.63  0.151
H3 0.57 0.81 -2.17  0.124
H4 1.68 1.05 0.37  0.089
H5 -2.04 -0.10 -0.28  0.096
H6 -1.67 -0.16 2.39  0.059
H7 -0.06 -1.44 -1.01  0.150
H8 -0.90 1.18 0.41  0.117

As for the energy above the lowest of the compared OMol25 structures with the same formula, charge and spin: 4.342 eV. The HOMO-LUMO gap is 0.3270 hartree. The HOMO energy comes out at -9.53 eV. Its LUMO energy is -0.6272 eV.